No. 1
Computed, not measured: 3 unconnected molecules or ions with the total composition C30H56ClO12PS in a non-equilibrium geometry, with the ωB97M-V functional and the def2-TZVPD basis.

CARTESIAN COORDINATES (ANGSTROEM)
C -4.33 -5.89 2.50
O -5.19 -6.09 1.41
C -5.70 -4.87 0.87
C -7.19 -4.77 1.14
C -7.93 -3.97 0.07
C -7.45 -2.50 0.00
C -8.46 -1.49 0.51
C -8.68 -1.54 2.04
C -8.26 -0.25 2.78
C -7.13 -0.47 3.77
C -5.85 -0.97 3.08
C -4.63 -0.04 3.23
C -3.31 -0.77 3.49
C -2.37 -0.90 2.33
C -1.24 -1.63 2.42
S -0.63 -2.47 3.83
C -0.37 -1.75 1.21
O 0.85 -1.76 1.24
C -1.16 -1.83 -0.07
Cl -0.52 -2.87 -1.27
C -2.27 -1.11 -0.20
P -3.35 -1.08 -1.65
O -2.72 -1.42 -2.91
O -3.97 0.38 -1.72
O -4.56 -2.05 -1.25
C -2.62 -0.26 1.01
O -3.07 0.86 0.87
H -3.96 -6.85 2.85
H -3.46 -5.29 2.23
H -4.83 -5.41 3.34
H -5.14 -4.05 1.32
H -5.47 -4.89 -0.19
H -7.56 -5.78 1.22
H -7.32 -4.28 2.10
H -8.99 -4.00 0.29
H -7.75 -4.45 -0.89
H -6.53 -2.42 0.56
H -7.23 -2.26 -1.04
H -9.42 -1.61 0.03
H -8.09 -0.50 0.25
H -8.13 -2.36 2.48
H -9.73 -1.73 2.23
H -7.99 0.54 2.09
H -9.11 0.14 3.33
H -6.95 0.48 4.27
H -7.43 -1.17 4.54
H -6.09 -0.99 2.02
H -5.62 -1.99 3.37
H -4.59 0.61 2.37
H -4.81 0.62 4.08
H -2.81 -0.34 4.36
H -3.56 -1.79 3.79
H -1.77 -2.81 4.44
H -4.47 0.59 -0.93
H -4.85 -1.91 -0.35
C 8.56 -1.22 -1.35
O 7.60 -0.78 -0.42
C 7.44 0.62 -0.44
C 6.11 1.02 0.17
O 5.01 0.83 -0.71
C 4.58 -0.51 -0.91
C 3.83 -1.09 0.27
O 4.73 -1.54 1.27
C 4.11 -1.67 2.53
H 9.55 -0.80 -1.13
H 8.62 -2.31 -1.27
H 8.26 -0.96 -2.37
H 7.49 1.00 -1.47
H 8.25 1.07 0.14
H 6.14 2.09 0.37
H 5.95 0.51 1.12
H 5.41 -1.15 -1.20
H 3.88 -0.47 -1.75
H 3.23 -1.95 -0.07
H 3.15 -0.33 0.68
H 3.73 -0.70 2.87
H 4.87 -2.01 3.23
H 3.29 -2.39 2.50
C 3.83 3.95 -3.93
O 5.00 4.56 -3.42
C 6.04 3.62 -3.21
C 7.38 4.31 -3.16
O 7.90 4.65 -4.44
C 7.34 5.78 -5.08
C 7.79 7.10 -4.50
O 7.05 7.41 -3.33
C 7.71 8.37 -2.53
H 3.44 3.21 -3.23
H 3.09 4.74 -4.06
H 4.02 3.48 -4.89
H 6.04 2.87 -4.01
H 5.85 3.11 -2.25
H 8.10 3.60 -2.74
H 7.35 5.17 -2.50
H 6.25 5.72 -5.12
H 7.71 5.73 -6.11
H 7.63 7.90 -5.24
H 8.86 7.05 -4.27
H 8.68 7.99 -2.18
H 7.08 8.56 -1.66
H 7.86 9.31 -3.07

The value obtained for the HOMO energy is -9.019 eV. The strongest force on any atom comes out at 1.6 eV/A. As for the multiplicity: 1. Its structure (SMILES) is COCCCCCCCCCCCC1=C(S)C(=O)C(Cl)=C(P(=O)(O)O)C1=O.COCCOCCOC.COCCOCCOC. As for the total charge: 0. Its LUMO energy is -0.0685 hartree.

No. 2
Computed, not measured: 2 unconnected molecules or ions with the total composition C30H56N7O5, with the ωB97M-V functional and the def2-TZVPD basis.

CARTESIAN COORDINATES (ANGSTROEM)
C 0.69 -8.04 1.13
C 0.74 -6.57 1.56
N -0.56 -5.93 1.83
C -1.38 -5.70 0.64
C -2.02 -4.30 0.67
N -1.57 -3.46 -0.45
C -0.17 -3.02 -0.39
C 0.05 -1.56 -0.01
C -0.19 -1.38 1.50
C 1.51 -1.17 -0.34
C -2.44 -3.15 -1.41
N -3.71 -3.61 -1.40
C -4.28 -3.14 -2.49
C -5.69 -3.36 -2.91
C -6.64 -3.58 -1.73
O -7.64 -2.55 -1.81
C -8.19 -2.18 -0.63
C -8.96 -0.90 -0.72
O -8.08 -2.84 0.37
N -3.42 -2.40 -3.19
N -2.22 -2.39 -2.51
C -1.16 -1.57 -3.09
C -1.44 -0.06 -2.96
C -0.18 0.79 -2.78
C -0.30 2.15 -3.46
N 0.68 3.09 -2.97
C 1.93 3.30 -3.46
C 2.55 4.23 -2.68
C 1.63 4.60 -1.67
C 0.49 3.89 -1.87
C -1.27 -6.57 2.90
C -0.89 -6.15 4.29
O -2.15 -7.36 2.68
H 1.59 -8.55 1.50
H -0.17 -8.56 1.55
H 0.67 -8.14 0.05
H 1.34 -6.48 2.47
H 1.26 -5.98 0.81
H -2.15 -6.47 0.53
H -0.73 -5.77 -0.23
H -3.10 -4.32 0.70
H -1.68 -3.81 1.58
H 0.34 -3.29 -1.32
H 0.29 -3.64 0.38
H -0.67 -0.90 -0.50
H -1.25 -1.43 1.75
H 0.19 -0.41 1.82
H 0.33 -2.16 2.06
H 1.94 -1.86 -1.07
H 1.60 -0.16 -0.71
H 2.12 -1.30 0.56
H -5.75 -4.16 -3.64
H -6.02 -2.45 -3.42
H -7.12 -4.55 -1.79
H -6.11 -3.49 -0.78
H -8.80 -0.36 0.21
H -8.64 -0.28 -1.55
H -10.02 -1.11 -0.80
H -3.57 -1.89 -4.04
H -0.19 -1.85 -2.69
H -1.14 -1.82 -4.15
H -2.17 0.12 -2.17
H -1.93 0.27 -3.89
H 0.70 0.26 -3.16
H -0.05 1.00 -1.72
H -0.21 2.06 -4.54
H -1.29 2.58 -3.26
H 2.31 2.78 -4.33
H 3.54 4.61 -2.81
H 1.80 5.32 -0.89
H -0.42 3.88 -1.31
H -1.79 -5.82 4.80
H -0.19 -5.32 4.27
H -0.44 -6.98 4.83
C 7.73 7.34 1.48
O 7.10 6.97 2.69
C 6.36 8.02 3.30
C 4.88 7.69 3.30
N 4.34 7.73 1.95
C 2.98 7.23 1.83
C 2.72 5.76 2.14
O 3.33 4.86 1.22
C 4.67 4.51 1.50
H 8.35 6.50 1.17
H 7.01 7.55 0.68
H 8.37 8.22 1.61
H 6.55 8.97 2.80
H 6.70 8.11 4.34
H 4.36 8.43 3.92
H 4.76 6.71 3.78
H 4.94 7.19 1.34
H 2.65 7.41 0.80
H 2.33 7.83 2.48
H 1.65 5.59 2.06
H 3.01 5.49 3.16
H 4.86 4.50 2.58
H 5.38 5.17 1.01
H 4.82 3.50 1.11

The value obtained for the HOMO energy is -9.918 eV. The strongest force on any atom comes out at 0.8 eV/A. As for the multiplicity: 1. As for the total charge: +1. Its LUMO energy is -0.0909 hartree.

No. 3
Computed, not measured: 10 unconnected molecules or ions with the total composition C30H56O30 in a non-equilibrium geometry, with the ωB97M-V functional and the def2-TZVPD basis.

CARTESIAN COORDINATES (ANGSTROEM)
C 4.82 -3.08 -2.22
O 4.18 -4.15 -2.82
C 4.60 -4.57 -3.99
O 5.60 -4.20 -4.65
O 3.95 -5.68 -4.30
C 4.29 -6.30 -5.55
H 5.77 -3.43 -1.84
H 4.26 -2.80 -1.33
H 4.86 -2.30 -2.99
H 5.32 -6.66 -5.61
H 4.01 -5.68 -6.40
H 3.63 -7.17 -5.58
C -1.39 -6.81 4.18
O -2.11 -5.90 3.42
C -2.90 -4.96 4.04
O -3.09 -4.71 5.25
O -3.52 -4.47 3.04
C -4.61 -3.66 3.28
H -0.83 -7.50 3.55
H -2.02 -7.45 4.81
H -0.56 -6.37 4.74
H -4.34 -2.63 3.50
H -5.45 -4.14 3.78
H -5.02 -3.52 2.28
C -7.71 -8.99 -0.52
O -7.09 -7.74 -0.85
C -5.87 -7.78 -1.28
O -5.32 -8.79 -1.72
O -5.41 -6.57 -1.18
C -4.15 -6.26 -1.73
H -7.10 -9.88 -0.34
H -8.42 -9.33 -1.27
H -8.27 -8.79 0.39
H -4.08 -6.38 -2.81
H -3.41 -6.95 -1.32
H -3.80 -5.27 -1.45
C -9.63 4.17 -0.24
O -8.65 3.12 -0.33
C -8.21 2.52 0.78
O -8.59 2.70 1.91
O -7.43 1.46 0.49
C -6.75 1.38 -0.73
H -9.82 4.63 -1.21
H -9.16 4.99 0.30
H -10.61 3.96 0.17
H -6.07 0.53 -0.84
H -6.17 2.31 -0.78
H -7.51 1.40 -1.51
C 7.21 3.11 0.21
O 7.56 3.10 1.61
C 8.84 3.48 1.98
O 9.69 3.94 1.23
O 8.87 3.45 3.36
C 9.96 3.84 4.09
H 6.93 2.12 -0.17
H 7.88 3.63 -0.47
H 6.33 3.73 0.04
H 9.95 4.90 4.35
H 10.90 3.57 3.62
H 9.91 3.24 5.00
C 4.36 5.98 5.24
O 5.30 5.66 6.23
C 6.10 6.58 6.66
O 6.18 7.70 6.21
O 6.73 6.07 7.72
C 7.55 6.96 8.54
H 4.76 6.27 4.26
H 3.65 6.78 5.45
H 3.82 5.03 5.25
H 7.81 6.47 9.48
H 7.10 7.94 8.70
H 8.51 7.17 8.07
C -8.58 4.12 -9.68
O -7.91 3.93 -8.45
C -6.70 4.45 -8.22
O -6.17 5.45 -8.80
O -6.08 3.72 -7.27
C -4.78 3.96 -6.77
H -8.24 5.10 -10.02
H -9.66 4.19 -9.53
H -8.27 3.31 -10.34
H -4.50 3.25 -6.00
H -4.81 4.93 -6.27
H -4.03 3.87 -7.55
C 1.16 4.17 -5.28
O 1.95 3.53 -6.27
C 2.81 2.58 -5.91
O 2.99 2.13 -4.81
O 3.37 2.10 -7.07
C 4.34 1.05 -7.03
H 0.31 4.64 -5.77
H 1.69 4.90 -4.66
H 0.75 3.47 -4.56
H 3.93 0.16 -6.53
H 5.27 1.41 -6.61
H 4.54 0.77 -8.07
O -0.82 0.56 3.40
C -0.48 0.82 2.29
O -1.26 0.57 1.16
C -0.48 0.83 0.05
C 0.78 1.57 0.54
O 0.79 1.03 1.85
H -0.22 -0.08 -0.48
H -1.05 1.46 -0.64
H 0.72 2.66 0.65
H 1.67 1.36 -0.05
O 4.10 -5.10 8.22
C 3.22 -4.31 7.86
O 2.22 -3.90 8.54
C 1.29 -3.13 7.83
C 1.90 -3.15 6.46
O 3.10 -3.83 6.61
H 0.31 -3.60 7.82
H 1.31 -2.16 8.34
H 2.20 -2.18 6.06
H 1.24 -3.70 5.80

The value obtained for the HOMO energy is -10.581 eV. The strongest force on any atom comes out at 4.7 eV/A. As for the multiplicity: 1. Its structure (SMILES) is COC(=O)OC.COC(=O)OC.COC(=O)OC.COC(=O)OC.COC(=O)OC.COC(=O)OC.COC(=O)OC.COC(=O)OC.O=C1OCCO1.O=C1OCCO1. As for the total charge: 0. Its LUMO energy is -0.0084 hartree.

No. 4
Computed, not measured: 8 unconnected molecules or ions with the total composition C30H57B2Br2N10O5P2S2 in a non-equilibrium geometry, with the ωB97M-V functional and the def2-TZVPD basis.

CARTESIAN COORDINATES (ANGSTROEM)
C -3.06 0.77 1.02
C -1.74 0.54 1.94
C -0.46 0.77 0.97
Br -0.43 2.78 1.02
P 1.17 -0.15 1.61
C 0.35 -1.89 1.42
C -0.87 -2.19 0.50
C -0.53 -3.07 -0.82
S -1.76 -2.68 -2.18
C -0.95 -1.56 -3.39
S -0.10 -2.29 -4.65
N -1.05 -0.10 -3.29
C -0.02 0.58 -4.11
C -0.07 2.15 -3.81
O -1.38 2.61 -4.22
C -2.35 2.00 -3.35
C -2.42 0.41 -3.58
N 0.51 0.16 3.22
C 0.77 1.02 4.10
C 0.92 0.32 5.59
C 0.75 2.57 4.35
B 1.89 -0.45 -0.14
O 3.32 -0.65 -0.33
O 1.19 -0.50 -1.41
B 2.71 -0.97 2.53
O 3.32 -0.48 3.73
N 3.28 -2.33 2.17
C 2.99 -3.20 3.35
C 4.72 -2.40 1.97
P 2.20 1.84 1.34
O 2.34 2.17 -0.38
Br 4.43 1.84 1.76
H -3.90 0.17 1.50
H -2.94 0.32 -0.02
H -3.36 1.85 1.02
H -1.83 -0.51 2.33
H -1.80 1.32 2.75
H -0.74 0.50 -0.08
H 1.14 -2.54 0.91
H 0.25 -2.32 2.47
H -1.58 -1.42 0.13
H -1.53 -2.92 1.09
H -0.69 -4.17 -0.61
H 0.54 -2.95 -1.15
H -0.18 0.47 -5.23
H 1.00 0.19 -3.79
H 0.75 2.66 -4.41
H 0.12 2.36 -2.70
H -2.02 2.20 -2.28
H -3.37 2.46 -3.50
H -3.20 -0.01 -2.88
H -2.75 0.19 -4.65
H 1.22 -0.75 5.50
H 1.75 0.86 6.15
H -0.06 0.47 6.15
H 1.09 3.24 3.52
H -0.34 2.85 4.57
H 1.32 2.91 5.27
H 3.53 -0.66 -1.28
H 0.82 0.38 -1.63
H 4.28 -0.34 3.68
H 3.10 -4.31 3.10
H 3.68 -3.01 4.23
H 1.93 -3.06 3.73
H 5.17 -1.73 1.18
H 4.99 -3.47 1.66
H 5.32 -2.23 2.93
H 2.28 3.14 -0.45
C 0.66 -2.71 8.78
C 0.25 -3.28 7.47
N -0.07 -3.72 6.44
H 1.57 -3.21 9.13
H 0.86 -1.64 8.67
H -0.13 -2.85 9.51
C 3.59 1.38 -5.53
C 2.67 0.92 -6.62
N 1.95 0.57 -7.46
H 3.07 2.08 -4.88
H 3.92 0.52 -4.95
H 4.46 1.87 -5.97
C 0.89 4.10 8.19
C 0.40 2.69 8.17
N 0.02 1.59 8.14
H 1.60 4.23 9.01
H 1.40 4.33 7.25
H 0.06 4.78 8.32
C -6.35 0.20 -4.47
C -5.30 -0.83 -4.26
N -4.47 -1.63 -4.10
H -7.32 -0.20 -4.16
H -6.13 1.09 -3.87
H -6.40 0.48 -5.52
C -8.07 4.30 -4.88
C -7.26 3.50 -3.91
N -6.64 2.88 -3.16
H -7.41 4.95 -5.46
H -8.60 3.63 -5.56
H -8.80 4.91 -4.34
C -2.68 1.37 -7.65
C -4.09 0.92 -7.72
N -5.20 0.56 -7.77
H -2.02 0.53 -7.44
H -2.39 1.82 -8.61
H -2.56 2.12 -6.86
C 6.85 -5.08 -0.45
C 6.73 -5.81 0.85
N 6.63 -6.38 1.86
H 7.32 -5.73 -1.19
H 5.87 -4.79 -0.80
H 7.47 -4.19 -0.31

The value obtained for the HOMO energy is -3.209 eV. The strongest force on any atom comes out at 4.2 eV/A. As for the multiplicity: 1. As for the total charge: -1. Its LUMO energy is 0.0631 hartree.